Entry 1:
# C5H8S

The molecule C5H8S at a distorted geometry (ωB97M-V with the def2-TZVPD basis set, OMol25).

```
14
Properties=species:S:1:pos:R:3:forces:R:3:nbo_charge:R:1
C -1.7304 0.6124 -0.2432 -0.33 -1.28 0.44 -0.70
C 0.4773 -0.7342 -0.2319 -2.35 0.20 0.35 -0.09
C -0.5138 1.4168 0.1210 1.36 2.18 1.95 -0.43
C 0.7529 0.7097 -0.4429 0.37 -0.95 -0.50 -0.46
C 1.2528 -1.7514 -0.0853 2.45 -2.45 1.73 -0.42
S -1.3346 -1.0404 -0.0117 0.35 0.86 0.85 0.60
H -2.8443 0.8497 -0.1899 1.99 0.00 0.02 0.25
H -0.5657 2.4538 -0.2673 -0.13 -0.53 0.02 0.23
H -0.2023 1.6079 1.2543 -1.19 -0.61 -1.60 0.17
H 1.8448 0.8797 -0.0872 -2.13 0.40 -0.29 0.24
H 0.7156 0.7708 -1.5284 0.27 0.61 -0.25 0.23
H 2.3507 -1.4920 0.0166 -1.21 -0.88 -0.41 0.21
H 0.8826 -2.7913 0.2677 0.77 1.88 -0.97 0.22
H -1.0857 -1.4914 1.4282 -0.22 0.56 -1.34 -0.04
```
Forces are in eV/Å.

Results
LUMO level ... 0.690 eV
Frontier orbital gap ... 7.99 eV
E_HOMO ... -7.3 eV

***

Entry 2:
# C3H4O2

The molecule C3H4O2 at a distorted geometry (ωB97M-V with the def2-TZVPD basis set, OMol25).

```
9
Properties=species:S:1:pos:R:3:forces:R:3:nbo_charge:R:1
C 0.4803 1.8737 -0.3471 -0.23 -2.07 0.46 0.12
C -0.1137 0.4606 -0.3890 0.86 8.31 -3.00 -0.15
C 0.1778 -0.5272 0.4530 2.03 -3.76 4.55 0.09
O 0.4211 2.8929 -1.1116 -0.68 -1.70 0.30 -0.46
O -0.5432 -1.6623 0.4425 -0.91 -1.66 -0.10 -0.64
H 1.1100 2.0306 0.5715 -0.38 -0.41 -0.40 0.14
H -0.9665 0.2909 -0.9802 -0.93 0.11 -1.13 0.20
H 0.8736 -0.4428 1.3629 -1.26 -0.28 -1.65 0.19
H -1.2011 -1.9317 -0.2719 1.51 1.46 0.97 0.51
```
Forces are in eV/Å.

Results
LUMO level (spin up / spin down) ... 0.370 / -3.160 eV
⟨S²⟩ ... 2.012
Frontier orbital gap (spin up / spin down) ... 6.43 / 6.06 eV
E_HOMO (spin up / spin down) ... -6.1 / -9.2 eV
Spin multiplicity ... 3

***

Entry 3:
# C21H21BrN2O3S2

The molecule C21H21BrN2O3S2 (ωB97M-V with the def2-TZVPD basis set, OMol25).

```
50
Properties=species:S:1:pos:R:3:forces:R:3:nbo_charge:R:1
C -0.9842 6.0641 -3.2778 -0.04 0.04 0.01 -0.63
C -1.2545 5.5661 -1.8912 -0.06 0.00 0.01 -0.02
C -0.2168 5.2679 -1.0181 -0.03 -0.01 0.00 -0.21
C -0.4784 4.8224 0.2635 -0.04 0.03 0.05 -0.16
C -1.7860 4.6646 0.7045 -0.08 0.07 0.07 -0.06
C -2.8257 4.9541 -0.1671 0.06 0.03 0.12 -0.19
C -2.5612 5.4056 -1.4463 0.08 0.01 -0.07 -0.21
H -3.3804 5.6310 -2.1143 -0.09 0.02 -0.08 0.21
H -3.8484 4.8271 0.1582 -0.12 -0.02 0.05 0.21
C -2.0450 4.0953 2.0746 0.09 0.02 0.06 -0.25
N -1.6888 2.6854 2.0731 -0.44 0.13 0.04 -0.62
C -0.5252 2.2466 2.5803 -0.33 -0.50 -0.06 0.67
O 0.2019 2.8895 3.3097 0.37 0.14 0.13 -0.63
C -0.1622 0.8304 2.0942 0.11 -0.01 0.48 -0.14
N 0.3394 0.9414 0.7340 -0.34 0.07 -0.53 -0.87
S -0.7019 0.6954 -0.5224 0.24 -0.55 0.02 2.35
O -2.0642 0.8909 -0.1040 0.00 -0.28 0.06 -0.95
O -0.1996 1.4063 -1.6531 0.31 0.01 0.02 -0.92
C -0.4845 -1.0366 -0.7827 -0.09 0.48 -0.09 -0.57
C -1.2774 -2.0568 -0.3555 -0.10 0.46 -0.02 -0.19
C -0.7559 -3.3238 -0.6826 0.40 -0.03 -0.28 -0.29
C 0.4299 -3.2155 -1.3452 -0.08 0.45 -0.04 -0.30
S 0.9267 -1.5751 -1.5900 -0.19 -0.65 -0.08 0.53
Br 1.4877 -4.6240 -1.9475 0.08 -0.06 -0.06 0.13
H -1.2248 -4.2599 -0.4413 -0.04 -0.16 0.03 0.24
H -2.2045 -1.8927 0.1612 -0.20 0.05 0.13 0.25
H 0.9907 1.6941 0.5783 0.10 0.21 -0.27 0.42
C 0.8817 0.1673 2.9997 -0.28 0.09 -0.25 -0.43
C 1.1802 -1.2258 2.5294 0.06 0.02 0.06 0.07
C 0.3426 -2.2778 2.8807 0.06 -0.01 0.01 -0.24
C 0.6012 -3.5636 2.4414 -0.01 -0.06 0.08 -0.21
C 1.7015 -3.8155 1.6394 0.07 -0.05 0.06 -0.23
C 2.5332 -2.7718 1.2715 0.07 -0.08 0.04 -0.20
C 2.2718 -1.4855 1.7118 -0.02 -0.04 0.11 -0.24
H 2.9269 -0.6756 1.4262 0.07 0.10 -0.03 0.21
H 3.3907 -2.9624 0.6426 0.07 -0.01 -0.07 0.22
H 1.9113 -4.8202 1.3037 0.01 -0.08 -0.04 0.22
H -0.0522 -4.3733 2.7320 -0.06 -0.08 0.03 0.21
H -0.5112 -2.0876 3.5156 -0.11 0.02 0.09 0.21
H 0.4823 0.1544 4.0149 0.08 0.06 0.02 0.23
H 1.7815 0.7831 2.9969 -0.02 0.02 0.10 0.23
H -1.0615 0.2110 2.0333 0.05 0.04 0.21 0.23
H -2.1437 2.1193 1.3637 0.16 0.02 0.16 0.43
H -3.0983 4.1949 2.3484 0.10 0.08 0.01 0.20
H -1.4215 4.5797 2.8306 -0.17 -0.03 -0.06 0.24
H 0.3371 4.5976 0.9369 0.11 -0.02 0.10 0.21
H 0.8062 5.3843 -1.3458 0.10 0.01 -0.05 0.21
H -1.5701 5.5047 -4.0046 0.00 -0.01 -0.10 0.22
H -1.2640 7.1147 -3.3606 0.02 0.05 -0.08 0.22
H 0.0689 5.9675 -3.5280 0.06 0.01 -0.07 0.21
```
Forces are in eV/Å.

Results
LUMO level ... 0.177 eV
Frontier orbital gap ... 8.96 eV
E_HOMO ... -8.8 eV

***

Entry 4:
# C28H77Cu4N7O19S3

A structure of composition C28H77Cu4N7O19S3 at a distorted geometry (ωB97M-V with the def2-TZVPD basis set, OMol25).

```
138
Properties=species:S:1:pos:R:3:forces:R:3:lowdin_charge:R:1
Cu 11.8470 5.9033 0.5735 -0.38 0.92 1.31 0.46
Cu 15.1177 1.7862 1.9491 -0.50 0.68 0.39 0.42
Cu 12.3051 7.1453 4.3516 -0.51 0.96 0.64 0.26
Cu 14.1145 8.0986 2.4335 -0.68 0.69 1.02 0.38
S 13.9611 5.1581 2.4244 -1.12 1.39 0.87 0.33
O 14.1210 6.1112 3.5403 0.90 -0.78 -0.19 -0.32
O 14.8707 4.0150 2.5446 0.77 -0.68 0.11 -0.39
O 12.5645 4.6849 2.4286 -0.40 -1.25 -0.88 -0.38
O 14.1746 5.8601 1.1423 0.35 0.18 -0.92 -0.36
S 10.6354 8.0520 2.0206 -0.54 3.45 1.59 0.28
O 10.5366 9.4009 1.4774 -0.09 -0.72 -0.49 -0.34
O 10.0269 7.0405 1.1331 -0.67 -1.88 -1.28 -0.39
O 12.0546 7.6049 2.0883 2.64 -0.78 -0.58 -0.42
O 10.1541 8.0215 3.4168 -0.51 -0.76 -0.81 -0.34
S 13.0589 9.7247 5.4930 -1.41 2.73 1.25 0.21
O 12.1584 8.7702 6.1406 -1.06 -1.61 0.54 -0.38
O 12.2971 10.8130 4.8589 0.46 -0.17 -0.02 -0.40
O 14.0225 10.2507 6.4720 0.59 -0.20 -0.34 -0.42
O 13.7309 8.9201 4.4450 2.12 -1.61 -2.38 -0.42
C 16.6230 5.1124 -3.4501 -0.78 0.28 0.45 -0.04
C 16.1217 5.8539 -2.1801 0.49 0.37 -0.38 -0.43
C 15.7340 7.3072 -2.4243 0.62 0.12 -1.00 -0.18
O 16.8056 7.9755 -3.1108 -0.11 0.25 0.25 -0.18
C 16.4447 9.2989 -3.4017 -0.87 0.66 -0.52 -0.14
N 15.0233 5.1910 -1.5253 -0.93 -0.75 0.23 0.04
H 17.3718 5.6582 -4.0207 -0.02 0.28 0.23 0.07
H 15.7699 4.9337 -4.1085 0.05 -0.21 -0.08 0.07
H 17.0695 4.1702 -3.1371 -0.20 -0.18 -0.11 0.05
H 16.9759 5.7814 -1.4985 -0.06 0.48 0.25 0.13
H 15.4277 7.8242 -1.5104 0.41 -0.02 0.22 0.11
H 14.8444 7.3642 -3.0652 -0.08 -0.29 -0.16 0.13
H 15.6057 9.3736 -4.1118 -0.34 -0.48 0.23 0.08
H 17.1787 9.8895 -3.9529 0.77 -0.49 0.52 0.08
H 16.1264 9.8333 -2.5028 0.18 0.11 0.08 0.09
H 14.7601 5.6076 -0.6317 0.64 -0.03 0.30 0.03
H 14.1333 5.2663 -2.0146 0.35 -0.15 -0.63 0.08
C 12.9793 2.0799 -0.3325 -0.03 -0.17 -0.15 -0.04
C 12.1978 1.3887 0.7550 -0.61 0.82 1.09 -0.41
C 12.1393 -0.1226 0.6406 0.95 0.48 -0.11 -0.23
O 11.3450 -0.5120 -0.4468 -0.84 -0.19 0.31 -0.17
C 11.2087 -1.9183 -0.5046 0.54 0.14 -0.77 -0.11
N 12.7590 1.7693 2.0865 0.73 -0.69 -0.26 0.06
H 12.5473 1.8411 -1.3052 -0.03 0.23 -0.03 0.09
H 14.0214 1.7388 -0.3605 0.04 -0.05 0.14 0.07
H 12.9960 3.1561 -0.1510 -0.04 0.01 -0.18 0.07
H 11.1751 1.7790 0.8119 -0.17 -0.19 -0.70 0.14
H 11.7934 -0.5279 1.5995 -0.16 -0.23 -0.12 0.12
H 13.1703 -0.4661 0.4538 0.03 -0.20 0.30 0.13
H 12.1334 -2.3212 -0.9345 0.10 -0.30 0.31 0.09
H 10.4265 -2.1880 -1.2127 -0.21 0.27 0.12 0.08
H 11.0034 -2.3760 0.4643 -0.01 0.08 0.11 0.08
H 12.1760 1.3260 2.7947 0.34 -0.20 0.09 0.08
H 12.5902 2.7680 2.2605 0.28 0.20 -0.30 0.04
C 18.6771 6.2942 4.2464 0.09 0.62 0.45 -0.07
C 17.7660 7.5214 4.1085 -0.35 0.71 -1.31 -0.42
C 17.3641 7.7665 2.6052 0.14 -1.18 0.68 -0.18
O 16.4653 8.8486 2.4493 0.52 0.29 0.31 -0.18
C 16.3984 9.3385 1.1269 -0.52 -1.34 -0.49 -0.10
N 16.6345 7.4476 4.9971 -0.11 -0.25 0.23 0.08
H 18.1325 5.3498 4.2935 -0.08 0.05 0.01 0.06
H 19.1894 6.4851 5.1922 -0.03 -0.57 0.14 0.07
H 19.4723 6.2273 3.4996 -0.21 0.07 -0.25 0.07
H 18.3579 8.3813 4.4350 -0.01 0.14 -0.16 0.13
H 16.8809 6.8355 2.2629 -0.18 0.02 -0.08 0.12
H 18.2661 7.8524 1.9835 0.03 0.50 0.02 0.11
H 15.9993 8.5148 0.5097 -0.08 0.15 -0.18 0.07
H 17.3690 9.5603 0.6708 0.11 0.46 0.38 0.09
H 15.6708 10.1457 1.0886 0.29 0.24 0.13 0.11
H 16.0090 6.7019 4.7208 -0.10 -0.30 -0.15 0.04
H 16.0322 8.2672 4.9264 0.03 0.26 0.19 0.07
C 8.9812 3.7575 3.2847 -0.34 -0.75 -0.28 -0.06
C 9.5953 4.3192 4.5488 0.94 0.43 0.20 -0.39
C 10.3425 3.3168 5.4469 -1.05 0.57 -0.62 -0.17
O 9.4398 2.2954 5.8927 0.07 -0.19 -0.44 -0.17
C 9.4971 1.1198 5.1350 0.97 -1.35 0.70 -0.16
N 10.5705 5.3686 4.2187 -0.79 0.03 0.01 0.07
H 8.2093 3.0040 3.4766 -0.01 0.02 0.11 0.06
H 9.7409 3.2770 2.6562 0.11 0.06 0.01 0.07
H 8.5152 4.5359 2.6790 0.14 0.18 0.12 0.09
H 8.7990 4.7618 5.1521 0.04 0.02 0.09 0.15
H 10.7131 3.8869 6.2960 -0.12 -0.20 0.22 0.11
H 11.2190 2.9231 4.9182 -0.05 -0.31 -0.06 0.11
H 8.8892 0.3378 5.5966 -0.44 0.38 0.15 0.08
H 10.5029 0.6815 5.2324 0.24 0.13 -0.20 0.08
H 9.2691 1.0935 4.0657 -0.24 0.86 -0.01 0.07
H 10.0518 6.1193 3.7545 0.16 0.40 0.40 0.05
H 11.1647 5.0214 3.4804 0.20 -0.19 0.00 0.02
C 18.7057 3.0126 1.8307 -0.20 0.60 -0.40 -0.04
C 18.1504 3.4782 0.4838 0.40 -1.14 0.26 -0.44
C 18.6201 2.5617 -0.6651 -0.26 1.54 -0.49 -0.18
O 19.9880 2.6952 -1.0444 0.05 -0.59 0.26 -0.19
C 20.3930 4.0195 -1.3227 0.02 -0.05 1.25 -0.11
N 16.6991 3.4094 0.5386 -0.62 0.15 -0.01 0.08
H 19.7932 2.9775 1.7584 0.01 -0.10 0.34 0.08
H 18.2866 2.0426 2.1043 0.14 -0.14 -0.16 0.07
H 18.3777 3.7178 2.5980 0.30 0.01 0.09 0.06
H 18.5299 4.4754 0.2452 -0.22 0.21 0.24 0.12
H 18.0602 2.9240 -1.5371 -0.40 -0.44 -0.09 0.10
H 18.3767 1.5249 -0.4458 0.26 -0.10 -0.10 0.13
H 20.5017 4.5485 -0.3682 0.08 0.23 -0.10 0.08
H 19.6654 4.5938 -1.9043 0.09 -0.20 -0.40 0.09
H 21.3920 3.9749 -1.7499 -0.19 -0.01 -0.43 0.09
H 16.3203 3.9706 1.3018 0.25 -0.12 0.28 0.04
H 16.2679 3.8878 -0.2536 -0.06 -0.44 -0.35 0.05
C 12.8036 6.4277 10.9444 0.02 0.27 0.86 -0.08
C 14.1630 6.3186 10.2741 -0.44 -0.22 -0.28 -0.45
C 14.0901 5.5925 8.9325 -1.05 0.47 -0.05 -0.23
O 13.2955 6.3732 8.0598 0.86 -0.80 0.20 -0.15
C 13.1028 5.7212 6.8089 -0.30 1.13 0.70 -0.08
N 14.6686 7.6824 10.0956 0.45 -0.68 0.44 0.06
H 12.1260 7.0726 10.3880 -0.11 -0.49 -0.41 0.09
H 12.8876 6.9490 11.9076 0.35 -0.01 0.01 0.06
H 12.4157 5.4432 11.2196 -0.31 0.02 -0.44 0.07
H 14.7935 5.6735 10.9090 0.18 0.11 0.07 0.12
H 13.5905 4.6162 9.0210 -0.01 -0.19 0.47 0.11
H 15.1001 5.3383 8.5866 0.11 0.53 -0.40 0.09
H 14.0154 5.7998 6.2167 -0.04 -0.28 -0.15 0.08
H 12.3107 6.3098 6.3398 0.04 -0.19 -0.12 0.06
H 12.7605 4.6926 6.9849 0.16 -0.15 -0.24 0.08
H 15.0159 7.9624 11.0082 0.10 0.34 -0.18 0.06
H 15.4533 7.6728 9.4507 -0.10 0.27 -0.07 0.08
C 15.4143 0.7727 6.2035 -1.13 -0.25 0.08 -0.06
C 15.1081 2.0475 5.4170 0.91 0.17 0.79 -0.38
C 15.5017 3.2812 6.2601 0.14 -0.33 -0.56 -0.18
O 16.9070 3.2183 6.4807 0.28 -0.60 0.11 -0.22
C 17.3364 4.1253 7.4683 -0.14 0.01 0.24 -0.11
N 15.9535 2.0446 4.2104 -0.24 0.43 -0.55 0.04
H 15.1949 -0.0983 5.5829 0.50 -0.02 -0.17 0.07
H 14.7309 0.6318 7.0473 0.07 0.39 0.14 0.08
H 16.4293 0.7836 6.5943 0.08 -0.13 -0.23 0.07
H 14.0491 2.1370 5.1717 0.02 -0.10 -0.18 0.14
H 14.9459 3.2584 7.2012 0.03 0.27 0.08 0.12
H 15.3246 4.1962 5.6894 -0.48 0.06 0.17 0.12
H 18.4043 4.0246 7.6678 0.06 -0.15 -0.48 0.08
H 16.8482 3.8675 8.4164 -0.17 0.38 0.00 0.08
H 17.1228 5.1476 7.1428 -0.05 0.12 0.30 0.09
H 15.7070 2.9050 3.7155 -0.04 0.23 0.17 0.01
H 16.8677 2.2920 4.5910 0.26 -0.50 -0.38 0.08
```
Forces are in eV/Å.

Results
LUMO level ... 2.871 eV
Charge ... -2
Frontier orbital gap ... 3.90 eV
E_HOMO ... -1.0 eV

***

Calculated energy above the lowest of the compared OMol25 structures with the same formula, charge and spin, 375.5; 103.2; 0.0; 0.0 kJ/mol (same order as the records).